The following is a DFT calculation (wB97M-V/def2-TZVPD) of a 11-piece molecular cluster, C33H58O33 overall at a distorted geometry.

## Properties
**Gap between HOMO and LUMO**: 0.3961 Ha
**Relative energy (zero: lowest compared OMol25 entry of this formula, charge and spin)**: 605.3 kJ/mol
**E**: -102722.2507 eV
**Charge**: 0
**Max |F|**: 5.72 eV/Å

Element x y z (Å)
O: -5.472 -1.316 -5.806
O: 0.085 -5.176 -1.341
O: -1.003 -4.792 4.351
O: 6.491 -1.719 8.518
O: 4.653 -6.550 5.265
O: -6.862 -1.487 1.239
O: -1.349 -3.947 6.249
O: 8.077 -2.696 7.098
O: -0.807 -1.346 -11.687
O: -1.718 -4.000 -2.274
O: 1.548 6.424 8.134
O: 2.990 5.430 -8.054
O: -0.988 0.244 -10.060
O: 0.895 -1.151 -10.172
O: 6.849 -6.972 4.700
O: 0.110 6.145 9.922
O: 5.507 -5.991 3.177
O: -1.689 6.399 -0.359
O: -0.512 1.051 -0.304
O: -7.319 -1.735 -7.064
O: -2.972 7.875 0.805
O: -8.003 -2.950 2.601
O: -3.131 7.734 -1.366
O: 6.521 -1.249 6.422
O: -8.591 -0.820 2.319
O: -6.251 0.308 -7.240
O: 1.614 0.442 -0.316
O: 0.108 -4.120 -3.345
O: 2.050 5.368 -5.913
O: -2.111 -2.780 4.562
O: 0.597 0.800 -2.309
O: 4.007 6.232 -6.231
O: -0.515 5.449 7.864
C: 1.181 0.472 1.031
C: -0.106 1.349 0.942
C: 1.593 -4.143 -3.455
C: 7.064 -1.996 7.320
C: -0.782 -5.879 5.280
C: 0.829 4.816 -6.400
C: -3.941 8.888 0.506
C: 6.929 -1.257 5.020
C: -8.455 -1.565 -7.942
C: 7.208 -7.397 6.010
C: -0.504 -5.009 6.483
C: 4.209 -5.820 2.615
C: -4.418 -0.587 -5.280
C: -0.334 -0.669 -10.571
C: 0.488 5.999 8.633
C: -4.168 8.629 -0.990
C: -8.166 0.335 1.524
C: -0.448 -4.509 -2.243
C: 0.049 -2.263 -12.467
C: 6.917 -2.420 9.669
C: -2.487 7.263 -0.282
C: 5.616 -6.503 4.475
C: -2.566 -4.291 -1.239
C: 5.244 6.581 -6.939
C: 0.829 7.137 10.757
C: 3.004 5.707 -6.878
C: -6.767 -0.164 1.085
C: -0.334 5.342 6.490
C: -1.601 -3.803 5.025
C: 0.599 0.766 -1.085
C: -7.804 -1.859 2.071
C: -6.360 -0.812 -6.794
C: 1.526 -0.711 -9.002
H: -9.217 -2.260 -7.588
H: 3.322 -5.480 3.149
H: 0.145 2.403 1.063
H: 0.931 3.946 -7.049
H: -8.816 0.432 0.654
H: -4.845 8.610 1.048
H: 0.938 6.750 11.770
H: 0.322 4.538 6.157
H: -6.635 0.176 0.058
H: 5.249 7.622 -6.615
H: 6.538 -0.408 4.460
H: -6.091 0.413 1.716
H: -0.089 6.299 6.028
H: 5.297 6.599 -8.027
H: -2.279 -3.671 -0.390
H: 7.708 -3.138 9.453
H: -3.625 -4.139 -1.450
H: 0.181 4.573 -5.558
H: 6.708 -2.151 4.437
H: 6.576 -8.278 6.126
H: 6.090 6.011 -6.555
H: -8.243 1.306 2.015
H: 1.991 -3.518 -2.656
H: 0.899 -0.820 -8.117
H: -3.409 -0.862 -5.589
H: 0.203 5.553 -6.903
H: 1.917 -3.709 -4.401
H: 0.963 -1.731 -12.730
H: 0.125 -6.429 5.031
H: -4.486 -0.599 -4.193
H: -8.165 -1.671 -8.987
H: -0.798 -5.665 7.302
H: 2.462 -1.228 -8.790
H: 0.376 -3.085 -11.830
H: -1.306 5.081 6.073
H: -2.431 -5.299 -0.847
H: 1.828 7.257 10.338
H: -3.566 9.906 0.609
H: 0.815 -0.494 1.378
H: 7.993 -1.073 4.870
H: 0.505 -4.725 6.780
H: 3.979 -6.876 2.474
H: -4.656 0.416 -5.634
H: -1.594 -6.598 5.391
H: 0.248 8.056 10.839
H: -0.435 -2.624 -13.375
H: -5.170 8.212 -1.091
H: 2.056 -5.121 -3.325
H: 6.913 -6.730 6.820
H: 1.757 0.340 -9.174
H: -8.949 -0.595 -7.896
H: -0.850 0.977 1.647
H: -4.030 9.595 -1.474
H: 4.301 -5.481 1.583
H: 8.272 -7.612 6.112
H: 1.918 0.916 1.701
H: 7.331 -1.763 10.433
H: 5.978 -2.882 9.974

Results of the Mulliken charge analysis, in e, for atoms 1 through 6: -0.289 -0.603 -0.295 -0.316 -0.579 -0.264